(1)
The following is a DFT calculation (the ωB97M-V functional and the def2-TZVPD basis) of a cluster of 10 separate species, H20O10 in total at a distorted geometry.

```
30
Properties=species:S:1:pos:R:3
O 20.49 -10.56 -11.80
H 19.79 -11.11 -12.15
H 20.56 -10.83 -10.87
O 18.16 -12.18 -12.43
H 17.85 -13.08 -12.43
H 17.83 -11.78 -13.27
O 19.25 -15.80 -7.76
H 19.26 -16.38 -6.97
H 18.37 -15.97 -8.06
O 20.48 -13.84 -6.06
H 20.30 -14.53 -6.71
H 20.63 -14.37 -5.25
O 20.45 -11.75 -9.04
H 21.17 -11.84 -8.48
H 20.03 -10.90 -8.74
O 16.53 -15.83 -8.78
H 16.63 -14.88 -8.64
H 16.06 -16.11 -8.00
O 17.15 -14.93 -11.78
H 17.85 -14.58 -11.20
H 16.83 -15.75 -11.46
O 19.05 -13.86 -9.93
H 19.34 -14.56 -9.31
H 19.62 -13.10 -9.62
O 16.70 -12.99 -8.23
H 15.79 -12.74 -8.03
H 17.00 -12.46 -8.96
O 17.26 -11.05 -10.09
H 17.70 -11.36 -10.88
H 17.98 -10.58 -9.64
```

Properties
* structure (SMILES): O.O.O.O.O.O.O.O.O.O
* gap between HOMO and LUMO: 0.4046 Eh

Atom charges from the Mulliken analysis, given in e for atoms 1 to 5: -0.6626, 0.3846, 0.3751, -0.6573, 0.3513



(2)
The following is a DFT calculation (the ωB97M-V functional and the def2-TZVPD basis) of a structure of composition C18H45N3NaO6 at a distorted geometry.

```
73
Properties=species:S:1:pos:R:3
Na -0.30 -0.27 0.72
C -0.04 1.73 3.87
O -0.28 0.43 3.34
C 0.16 -0.60 4.23
C -0.01 -1.96 3.63
N 0.60 -2.08 2.27
C 0.16 -3.39 1.71
C -0.02 -3.41 0.19
O -0.83 -2.37 -0.41
C -2.19 -2.56 -0.09
H -0.51 2.01 4.81
H -0.39 2.51 3.19
H 1.02 1.93 4.00
H -0.33 -0.59 5.21
H 1.14 -0.30 4.61
H -1.09 -2.11 3.68
H 0.43 -2.63 4.37
H 1.61 -2.12 2.33
H -0.76 -3.86 2.06
H 0.84 -4.18 2.00
H -0.31 -4.39 -0.19
H 0.95 -3.27 -0.30
H -2.88 -2.05 -0.75
H -2.52 -2.52 0.95
H -2.34 -3.58 -0.45
C -3.52 0.09 2.83
O -3.13 -0.04 1.50
C -2.93 1.26 0.86
C -2.98 1.13 -0.72
N -1.62 0.96 -1.20
C -1.50 0.31 -2.50
C -1.89 1.50 -3.60
O -1.27 2.80 -3.46
C 0.01 2.86 -3.94
H -4.61 0.00 2.78
H -3.39 0.98 3.44
H -3.13 -0.72 3.45
H -2.02 1.76 1.17
H -3.82 1.85 1.07
H -3.33 2.00 -1.28
H -3.58 0.24 -0.88
H -1.24 1.86 -1.46
H -2.13 -0.58 -2.57
H -0.54 -0.20 -2.60
H -2.96 1.71 -3.57
H -1.77 1.17 -4.63
H 0.54 2.14 -3.32
H 0.12 3.87 -3.57
H 0.13 2.78 -5.03
C 0.59 3.40 0.25
O 0.83 2.00 0.64
C 2.16 1.61 0.98
C 2.98 1.15 -0.24
N 2.27 0.02 -0.91
C 2.38 -0.03 -2.35
C 1.96 -1.48 -2.77
O 2.93 -2.42 -2.34
C 4.30 -2.17 -2.80
H 0.56 4.13 1.06
H -0.31 3.43 -0.36
H 1.38 3.64 -0.47
H 1.93 0.78 1.65
H 2.62 2.35 1.62
H 4.03 1.07 0.07
H 3.05 2.06 -0.82
H 2.71 -0.73 -0.40
H 3.45 0.22 -2.39
H 1.67 0.63 -2.84
H 1.97 -1.55 -3.85
H 0.96 -1.82 -2.51
H 4.63 -1.14 -2.70
H 4.32 -2.47 -3.85
H 5.10 -2.79 -2.39
```

Properties
* expectation value of S²: 0.755
* gap between HOMO and LUMO (alpha / beta): 0.3670 / 0.1408 Eh
* charge: +2
* spin multiplicity: 2

Atom charges from the Mulliken analysis, given in e for atoms 1 to 5: 0.4528, -1.0192, 0.2436, -0.8363, -0.7798



(3)
The following is a DFT calculation (the ωB97M-V functional and the def2-TZVPD basis) of a structure of composition CH12N2O5 at a distorted geometry.

```
20
Properties=species:S:1:pos:R:3
N -1.31 1.84 1.01
C -0.29 0.80 0.76
N 0.32 1.06 -0.46
O 0.55 0.81 1.89
H -0.99 2.75 1.07
H -2.24 1.72 0.44
H -0.72 -0.17 0.78
H 1.28 1.05 -0.22
H -0.48 -1.65 -2.90
H 0.14 0.53 -1.30
O -0.31 -1.15 -2.09
H -1.60 -1.08 -1.44
H -3.24 -0.81 -1.14
O -2.39 -0.96 -0.76
H 1.55 -1.31 0.79
H 0.95 -1.78 -0.71
O 0.75 -1.82 0.27
H 1.66 0.38 1.56
H 3.63 -0.02 1.34
O 2.73 -0.19 1.12
```

Properties
* expectation value of S²: 0.756
* gap between HOMO and LUMO (alpha / beta): 0.3225 / 0.2014 Eh
* charge: -1
* spin multiplicity: 2

Atom charges from the Mulliken analysis, given in e for atoms 1 to 5: -0.4714, -0.0697, -0.2646, -0.6825, 0.2373



(4)
The following is a DFT calculation (the ωB97M-V functional and the def2-TZVPD basis) of a structure of composition C23H41IMoP2 at a distorted geometry.

```
68
Properties=species:S:1:pos:R:3
Mo 1.65 -0.50 -1.00
C -0.33 -0.73 0.44
C -0.10 -1.98 -0.22
C 1.80 -1.48 1.02
C 0.86 -0.40 1.19
C 1.21 -2.45 0.14
C -1.58 0.08 0.41
H -2.31 -0.31 -0.31
H -1.37 1.13 0.15
H -2.08 0.11 1.39
C 0.99 0.74 2.13
H 0.41 1.61 1.77
H 2.03 1.04 2.25
H 0.60 0.47 3.12
C 3.06 -1.68 1.79
H 2.83 -2.11 2.78
H 3.62 -0.75 1.95
H 3.73 -2.38 1.27
C 1.81 -3.76 -0.23
H 1.62 -4.55 0.51
H 2.89 -3.67 -0.34
H 1.40 -4.12 -1.18
C -1.03 -2.74 -1.12
H -1.21 -3.75 -0.73
H -0.59 -2.84 -2.12
H -1.99 -2.22 -1.22
C -2.08 2.95 -2.07
C -3.25 2.36 -2.42
C -3.34 1.06 -3.16
C -2.84 0.99 -4.62
C -1.41 0.45 -4.86
C -0.64 0.13 -3.63
C -0.33 1.20 -2.60
C -0.77 2.66 -2.75
H -4.41 0.79 -3.19
H -3.04 1.95 -5.14
H -2.86 0.27 -2.57
H -0.76 2.96 -3.80
H -2.05 3.80 -1.37
H -4.21 2.77 -2.09
H -0.01 3.31 -2.27
H -0.72 0.83 -1.64
H -1.01 -0.80 -3.17
H 0.76 1.32 -2.44
H -3.51 0.28 -5.14
H -1.51 -0.48 -5.45
P -0.21 1.34 -5.89
C -0.87 3.01 -6.00
C -0.38 0.68 -7.57
P 1.34 -0.45 -4.01
C 1.42 0.91 -5.31
C 1.06 -1.99 -4.92
C 3.16 -0.45 -3.70
H -0.07 3.75 -5.92
H -1.64 3.23 -5.25
H -1.36 3.09 -6.97
H 0.26 1.28 -8.23
H -1.42 0.76 -7.90
H -0.06 -0.36 -7.60
H 3.74 -0.34 -4.62
H 3.41 -1.40 -3.20
H 3.40 0.38 -3.01
H 1.91 1.80 -4.88
H 2.03 0.56 -6.17
H 1.60 -2.81 -4.42
H 1.45 -1.89 -5.95
H 0.00 -2.27 -4.96
I 3.36 1.44 -0.44
```

Properties
* expectation value of S²: 2.064
* gap between HOMO and LUMO (alpha / beta): 0.2058 / 0.2025 Eh
* charge: +2
* spin multiplicity: 3

Atom charges from the Mulliken analysis, given in e for atoms 1 to 5: 0.3050, 1.2037, 0.9570, 1.0814, 0.1036



(5)
The following is a DFT calculation (the ωB97M-V functional and the def2-TZVPD basis) of a cluster of 2 separate species, C2H8S2 in total.

```
12
Properties=species:S:1:pos:R:3
C 0.58 -1.57 2.46
S 2.00 -1.60 1.36
H -0.32 -1.24 1.94
H 0.38 -2.56 2.85
H 0.90 -0.94 3.30
H 2.05 -0.25 1.29
C -1.09 1.86 -2.24
S -0.50 0.38 -1.35
H -2.15 1.65 -2.40
H -0.93 2.69 -1.57
H -0.56 1.96 -3.18
H -0.37 -0.39 -2.45
```

Properties
* expectation value of S²: 0.756
* gap between HOMO and LUMO (alpha / beta): 0.4175 / 0.1340 Eh
* charge: +1
* spin multiplicity: 2

Atom charges from the Mulliken analysis, given in e for atoms 1 to 5: -0.6782, 0.1146, 0.2802, 0.3094, 0.3360



(6)
The following is a DFT calculation (the ωB97M-V functional and the def2-TZVPD basis) of a structure of composition C19H13Co2N2O6S at a distorted geometry.

```
43
Properties=species:S:1:pos:R:3
C 4.79 -3.79 -0.19
C 3.41 -4.01 -0.17
C 2.58 -2.90 -0.04
C 3.08 -1.60 0.08
C 4.45 -1.40 0.07
C 5.31 -2.50 -0.07
S 1.81 -0.40 0.16
C 0.59 -1.68 0.04
N -0.69 -1.48 0.00
C -1.58 -2.62 -0.19
C -1.00 -3.91 0.34
C 0.40 -4.13 -0.19
N 1.18 -2.91 -0.03
H 5.47 -4.63 -0.31
H 3.00 -5.02 -0.25
H 4.82 -0.39 0.18
H 6.38 -2.34 -0.09
H -2.55 -2.40 0.27
H -1.74 -2.72 -1.28
H -0.99 -3.89 1.43
H -1.64 -4.73 0.00
H 0.89 -4.91 0.38
H 0.39 -4.42 -1.24
O -3.99 3.60 -3.26
C -3.43 3.96 -2.32
Co -2.57 4.51 -0.90
C -0.97 4.46 -1.64
O 0.06 4.44 -2.16
C -3.22 6.14 -1.10
O -3.65 7.21 -1.24
C -2.91 2.72 0.00
C -1.99 1.75 0.32
C -1.67 0.41 0.33
Co -1.66 3.34 1.14
C 0.04 3.14 0.84
O 1.18 3.01 0.65
C -1.62 3.15 2.90
O -1.54 3.05 4.05
C -1.72 5.24 1.07
O -1.47 6.27 1.54
H -4.00 2.56 0.08
H -1.07 0.07 1.19
H -2.18 -0.25 -0.38
```

Properties
* gap between HOMO and LUMO: 0.1496 Eh
* charge: +1

Atom charges from the Mulliken analysis, given in e for atoms 1 to 5: -0.5988, -0.7655, 0.4726, 0.5177, -0.3997



(7)
The following is a DFT calculation (the ωB97M-V functional and the def2-TZVPD basis) of a cluster of 2 separate species, C9H12F3N in total at a distorted geometry.

```
25
Properties=species:S:1:pos:R:3
C 1.70 2.17 0.07
C 0.79 1.99 1.13
C 1.44 1.69 -1.14
C -0.07 1.04 1.18
C 0.24 0.75 -1.30
C -0.19 0.05 0.07
C -1.68 -1.33 -1.19
C -1.86 -1.32 1.32
C 1.73 -1.01 0.24
N -1.28 -0.82 0.09
F 1.41 -2.21 0.85
F 2.13 -1.56 -1.02
F 2.84 -0.50 0.79
H 2.58 2.85 0.21
H 0.73 2.78 1.91
H 2.08 1.95 -1.91
H -0.73 1.08 2.01
H -0.69 1.31 -1.59
H 0.49 0.05 -2.08
H -2.39 -2.18 -1.06
H -2.30 -0.51 -1.63
H -0.83 -1.76 -1.85
H -2.61 -2.14 1.09
H -1.07 -1.76 1.88
H -2.44 -0.61 1.94
```

Properties
* gap between HOMO and LUMO (alpha / beta): 0.3217 / 0.3218 Eh

Atom charges from the Mulliken analysis, given in e for atoms 1 to 5: -0.5002, 0.0032, -0.7436, -0.9609, -0.6797



(8)
The following is a DFT calculation (the ωB97M-V functional and the def2-TZVPD basis) of a structure of composition C48H46Cl3N6OsSSi at a distorted geometry.

```
106
Properties=species:S:1:pos:R:3
Os -0.27 -1.04 0.69
S 4.26 -4.22 5.80
N 4.08 -4.54 4.23
C 3.16 -3.71 3.78
C 2.64 -3.68 2.42
C 3.00 -4.58 1.42
C 2.35 -4.49 0.20
C 1.39 -3.51 0.01
N 1.08 -2.62 0.95
C 1.68 -2.71 2.14
C 1.19 -1.80 3.14
N 0.23 -0.93 2.74
C -0.41 -0.22 3.66
C -0.04 -0.23 5.00
C 1.00 -1.04 5.40
C 1.61 -1.87 4.46
C 2.65 -2.84 4.78
N 3.19 -3.03 5.97
H 3.75 -5.33 1.63
H 2.57 -5.19 -0.60
H 0.86 -3.43 -0.92
H -1.25 0.37 3.31
H -0.57 0.39 5.71
H 1.35 -1.06 6.43
C -3.35 -0.34 -1.57
C -4.33 0.29 -0.58
C -5.31 -0.80 -0.12
C -3.77 1.10 0.61
C -4.74 1.75 1.37
C -4.43 2.60 2.41
C -3.10 2.86 2.69
C -2.08 2.25 1.97
C -0.63 2.64 2.27
C -0.40 2.99 3.74
C -0.19 3.85 1.43
C -2.44 1.34 0.96
N -1.34 0.71 0.26
C -0.90 1.34 -0.76
C 0.32 0.83 -1.44
N 0.87 -0.23 -0.98
C 1.88 -0.89 -1.76
C 3.24 -0.67 -1.53
C 4.15 -1.35 -2.34
C 3.73 -2.20 -3.35
C 2.37 -2.40 -3.56
C 1.43 -1.77 -2.76
C -0.06 -2.05 -2.98
C -0.66 -1.16 -4.07
C -0.34 -3.52 -3.33
C 3.83 0.26 -0.47
C 3.51 -0.22 0.95
C 3.43 1.74 -0.60
C 0.62 1.71 -2.57
C 1.59 1.77 -3.53
C 1.55 2.83 -4.46
C 0.55 3.78 -4.46
C -0.49 3.73 -3.49
C -1.60 4.61 -3.38
C -2.53 4.42 -2.39
C -2.43 3.38 -1.44
C -1.36 2.52 -1.51
C -0.41 2.70 -2.55
H -3.93 -0.95 -2.28
H -2.64 -1.00 -1.08
H -2.81 0.41 -2.15
H -4.91 1.03 -1.14
H -4.78 -1.64 0.32
H -5.88 -1.16 -0.98
H -6.02 -0.43 0.62
H -5.78 1.60 1.12
H -5.21 3.09 2.97
H -2.85 3.57 3.48
H 0.01 1.79 2.00
H -0.71 4.02 3.94
H 0.67 2.92 3.98
H -0.94 2.34 4.43
H -0.85 4.70 1.64
H -0.21 3.66 0.36
H 0.83 4.14 1.71
H 5.21 -1.20 -2.17
H 4.46 -2.71 -3.97
H 2.05 -3.07 -4.35
H -0.59 -1.84 -2.04
H -0.16 -1.35 -5.02
H -0.56 -0.10 -3.85
H -1.72 -1.38 -4.19
H -0.04 -3.74 -4.35
H -1.41 -3.71 -3.26
H 0.17 -4.22 -2.67
H 4.91 0.22 -0.59
H 2.44 -0.18 1.15
H 4.01 0.41 1.69
H 3.86 -1.25 1.10
H 2.37 1.89 -0.37
H 3.62 2.11 -1.61
H 4.02 2.33 0.09
H 2.37 1.02 -3.60
H 2.33 2.89 -5.21
H 0.56 4.57 -5.19
H -1.70 5.42 -4.08
H -3.37 5.09 -2.33
H -3.18 3.28 -0.67
Cl -2.81 -3.68 0.18
Si -1.92 -2.47 1.60
Cl -1.15 -3.91 2.94
Cl -3.40 -1.61 2.79
```

Properties
* gap between HOMO and LUMO (alpha / beta): 0.2252 / 0.2251 Eh
* charge: +1

Atom charges from the Mulliken analysis, given in e for atoms 1 to 5: 1.8710, 0.1441, -0.6927, 0.7198, 0.8224